ORCA calculation (ωB97M-V/def2-TZVPD) on a single C4H5PS2 molecule in a non-equilibrium geometry.

Summary:
- multiplicity = 1
- total energy (eV) = -35185.0472
- HOMO energy (eV) = -7.1975

The geometry in XYZ format:
```
12
Properties=species:S:1:pos:R:3:lowdin_charge:R:1
C 0.66928 0.97244 0.82927 -0.238
C -0.08107 -0.20735 0.94296 -0.216
C 1.32329 1.32903 -0.33506 -0.537
C -0.44337 -0.99978 -0.15319 -0.953
P 1.09173 0.80551 -1.94423 0.588
S -0.57074 -0.52163 -1.90408 0.657
S -1.04172 -2.65027 0.16236 0.702
H 0.82183 1.56341 1.79191 0.114
H -0.40911 -0.63226 1.83900 0.077
H 2.15489 2.05744 -0.29464 0.054
H -1.41442 0.52477 -1.66518 -0.061
H -2.10059 -2.24131 0.73087 -0.187
```

***

ORCA calculation (ωB97M-V/def2-TZVPD) on a single C4H6 molecule in a non-equilibrium geometry.

Summary:
- multiplicity = 1
- total energy (eV) = -4241.7665
- SMILES = CC1C=C1
- HOMO energy (eV) = -9.2205

The geometry in XYZ format:
```
10
Properties=species:S:1:pos:R:3:lowdin_charge:R:1
C -0.98033 0.21934 0.49039 -0.060
C 0.18849 0.10980 -0.62724 -0.285
C 1.63358 0.26939 -0.16891 -0.012
C 1.26865 -0.94012 -0.55380 -0.022
H -0.66325 0.17092 1.56720 0.089
H -1.55352 -0.60739 0.42555 0.010
H -1.58453 1.01128 0.26447 0.022
H -0.27065 0.37379 -1.51015 0.070
H 2.36221 1.03070 0.17429 0.100
H 1.33469 -2.00836 -0.64299 0.086
```

***

Calculated ΔE to the lowest compared entry with this formula, charge and spin, 39.8; 50.6 kcal/mol (same order as the records).